No. 1
Here is a structure of composition C35H52AsFeO2P3 at a distorted geometry from the OMol25 dataset. Energies are from ωB97M-V/def2-TZVPD.

Geometry as ORCA input:
```
! RIJCOSX wB97M-V def2-TZVPD def2/J DEFGRID3
* xyz 3 6
Fe -2.12224 0.79261 -2.39798
P -1.81109 2.32284 -0.91158
P -2.12692 -0.77066 -0.90732
P -1.34227 1.44412 -4.27043
H 1.93682 -0.55112 0.50238
C 2.36309 -0.31323 -0.47823
C 2.68399 0.93057 -0.85755
H 2.57474 1.79823 -0.19941
C -0.69914 1.86008 0.48574
C -3.22734 3.01322 0.03836
C -0.94314 3.83690 -1.47369
C -0.98179 -2.14287 -0.71897
C -3.18027 -0.85447 0.57702
C -3.20418 -1.16772 -2.34180
C 0.47621 1.66626 -4.15061
C -1.94018 3.00802 -5.01167
C -1.50276 0.27027 -5.66289
H 2.50027 -1.15365 -1.16192
H 3.12031 1.11633 -1.84606
H 0.19433 1.32457 0.13783
H -1.20801 1.20860 1.20326
H -0.38360 2.77430 1.01031
H -3.69734 2.22745 0.64331
H -3.96878 3.40128 -0.67056
H -2.87562 3.82569 0.68739
H 0.07919 3.60710 -1.80074
H -0.90007 4.53180 -0.62436
H -1.48150 4.31435 -2.30116
H -1.54645 -3.08137 -0.79789
H -0.47733 -2.04420 0.25227
H -0.24141 -2.07187 -1.53782
H -3.83479 -1.72611 0.45706
H -3.79382 0.04888 0.68469
H -2.52034 -0.97224 1.44758
H -2.78772 -2.02147 -2.89130
H -3.37234 -0.31858 -3.05935
H -4.17926 -1.43170 -1.91307
H 0.89266 1.71552 -5.16498
H 0.89143 0.79032 -3.62630
H 0.71893 2.57910 -3.59368
H -1.52870 3.11256 -6.02446
H -1.64847 3.86909 -4.39857
H -3.03583 2.97221 -5.06824
H -1.02585 0.69723 -6.55428
H -2.56808 0.09407 -5.85689
H -1.02442 -0.68205 -5.40052
C 0.77509 -2.16105 -4.03365
C -0.04752 -3.33730 -4.21016
C 0.02075 -4.06005 -5.38720
C 0.98211 -3.75450 -6.36193
C 1.89399 -2.71184 -6.14198
C 1.83142 -1.94539 -4.99525
O 0.53362 -1.31005 -3.11237
H -3.27061 1.79990 -2.16128
H -0.77315 -3.56692 -3.43116
H -0.68022 -4.88392 -5.53349
H 1.03934 -4.33105 -7.28866
H 2.66853 -2.49600 -6.88280
H 2.52875 -1.13303 -4.78888
O -0.08836 -0.73567 1.98625
As 0.77052 -0.45451 3.40145
C -0.32282 0.58747 4.61678
C 0.26491 1.48857 5.51147
C -0.55207 2.22568 6.37996
C -1.94151 2.05940 6.34648
C -2.52202 1.15559 5.44807
C -1.71273 0.41157 4.57891
C 1.21654 -2.17593 4.17071
C 1.74359 -2.26126 5.46561
C 2.05632 -3.52066 5.99522
C 1.83030 -4.67741 5.23799
C 1.28824 -4.58270 3.94945
C 0.97169 -3.32739 3.41299
C 2.38947 0.55511 3.02996
C 2.32590 1.94020 2.83547
C 3.50201 2.65530 2.57262
C 4.73014 1.98992 2.51014
C 4.78644 0.60333 2.69502
C 3.61566 -0.11982 2.95728
H 1.34825 1.61749 5.52703
H -0.09555 2.92845 7.07925
H -2.57561 2.63492 7.02366
H -3.60410 1.02459 5.41857
H -2.14134 -0.29770 3.86987
H 1.90866 -1.35348 6.04752
H 2.47777 -3.59159 6.99968
H 2.07577 -5.65732 5.65208
H 1.10825 -5.48142 3.35820
H 0.53750 -3.22310 2.41823
H 1.36584 2.45730 2.89277
H 3.45085 3.73666 2.42350
H 5.64683 2.55164 2.31678
H 5.74130 0.07778 2.63958
H 3.65033 -1.20013 3.10737
*
```

Values from the calculation:
HOMO-LUMO gap (alpha / beta) ... 3.966 / 2.899 eV
Expectation value of S² ... 8.83
HOMO level (alpha / beta) ... -15.0 / -15.0 eV



No. 2
Here is a structure of composition C35H52AsHoOP3 at a distorted geometry from the OMol25 dataset. Energies are from ωB97M-V/def2-TZVPD.

Geometry as ORCA input:
```
! RIJCOSX wB97M-V def2-TZVPD def2/J DEFGRID3
* xyz 3 5
Ho 0.14265 0.00126 -0.99081
P 0.72493 -2.35732 -2.03525
P 2.88599 -0.05207 -0.11317
P -2.58376 0.32471 -1.65536
H 3.07559 3.59711 -1.40373
C 2.04241 3.95753 -1.43410
C 1.17118 3.80715 -0.42515
H 1.44992 3.36985 0.53790
C 1.37089 -2.57060 -3.71334
C 1.76556 -3.41746 -1.01686
C -0.90041 -3.15174 -2.04193
C 3.58421 1.40570 0.73798
C 3.33968 -1.27447 1.18419
C 4.23809 -0.40112 -1.30693
C -3.08240 1.70230 -0.54767
C -3.50756 -1.00716 -0.79086
C -3.61052 0.59730 -3.14309
H 1.70232 4.39266 -2.38109
H 0.12404 4.10552 -0.55560
H 1.50204 -3.65220 -3.83721
H 2.35020 -2.08630 -3.85760
H 0.66787 -2.20125 -4.47315
H 1.73116 -4.42563 -1.44555
H 1.37185 -3.43898 0.00748
H 2.79994 -3.05431 -1.00268
H -0.74650 -4.16779 -2.42173
H -1.61083 -2.61425 -2.68478
H -1.30080 -3.20515 -1.02074
H 4.67728 1.29321 0.77158
H 3.20405 1.44932 1.76637
H 3.31487 2.33371 0.22134
H 4.43464 -1.29730 1.26827
H 2.98299 -2.27903 0.94192
H 2.90237 -0.97352 2.14213
H 5.18473 -0.45956 -0.75087
H 4.30373 0.40537 -2.04817
H 4.06900 -1.35070 -1.83101
H -4.15472 1.89940 -0.68093
H -2.50379 2.60450 -0.78361
H -2.88330 1.45177 0.50370
H -4.55460 -0.99210 -1.11979
H -3.44995 -0.86069 0.29331
H -3.07364 -1.99243 -0.99106
H -4.61274 0.94504 -2.85384
H -3.71385 -0.32688 -3.72861
H -3.15705 1.36010 -3.78763
C 0.76638 1.02884 -4.25196
C 1.42907 0.36492 -5.28898
C 0.95653 0.55777 -6.59591
C -0.11277 1.42384 -6.84369
C -0.66339 2.17111 -5.79708
C -0.19777 2.00629 -4.48187
O 0.86883 0.51916 -2.93076
H 1.03245 -0.51626 -2.97032
H 2.25778 -0.32762 -5.10915
H 1.38989 0.00242 -7.43045
H -0.54642 1.51262 -7.84448
H -1.48231 2.87295 -5.97672
H -0.65133 2.52943 -3.62834
C -2.01395 3.65317 4.74858
C -1.68994 3.95065 3.41853
C -1.24118 2.94775 2.55109
C -1.08773 1.63828 3.03564
C -1.39303 1.34295 4.37045
C -1.87176 2.34577 5.22118
As -0.34470 0.23581 1.86940
C 0.89306 -0.32626 3.29433
C 1.73067 0.66967 3.83356
C 2.57834 0.35270 4.90077
C 2.61146 -0.95198 5.41151
C 1.79518 -1.93925 4.85470
C 0.92441 -1.62800 3.80597
C -1.74334 -1.11028 2.17281
C -1.44956 -2.41655 1.74624
C -2.39319 -3.43077 1.90230
C -3.64963 -3.13861 2.44507
C -3.94664 -1.83638 2.86208
C -2.99688 -0.81149 2.72231
H -2.35818 4.44085 5.42181
H -1.76831 4.97621 3.05350
H -0.99083 3.17801 1.51070
H -1.24582 0.33104 4.75747
H -2.11389 2.09961 6.25572
H 1.67673 1.70120 3.45773
H 3.20488 1.14161 5.32699
H 3.27050 -1.18834 6.24953
H 1.81422 -2.95965 5.23675
H 0.25625 -2.38968 3.41108
H -0.46520 -2.64981 1.33011
H -2.14338 -4.44520 1.58885
H -4.40473 -3.92508 2.52295
H -4.92187 -1.59825 3.29873
H -3.23663 0.20132 3.05896
*
```

Values from the calculation:
HOMO-LUMO gap (alpha / beta) ... 6.658 / 6.881 eV
Expectation value of S² ... 6.00
HOMO level (alpha / beta) ... -15.9 / -15.9 eV



No. 3
Here is a structure of composition C35H52AsOP3STl at a distorted geometry from the OMol25 dataset. Energies are from ωB97M-V/def2-TZVPD.

Geometry as ORCA input:
```
! RIJCOSX wB97M-V def2-TZVPD def2/J DEFGRID3
* xyz 3 1
Tl 0.22825 -2.16052 -0.96856
P -1.44586 2.10809 0.17466
P -2.78249 -0.18003 -1.31046
P 2.36926 1.58269 -1.20840
H 0.00785 -2.40073 -3.89672
C 1.04163 -2.64057 -3.67184
C 1.89001 -1.57024 -3.14554
H 1.45578 -0.58071 -3.00065
C -1.77028 3.75113 -0.60876
C -2.78574 2.08533 1.43804
C -0.04835 2.61021 1.25990
C -2.88730 -1.63064 -2.44792
C -4.34978 -0.48357 -0.38173
C -3.37674 1.11385 -2.47864
C 3.82114 1.09449 -2.22417
C 3.31552 1.80028 0.36229
C 2.19977 3.32874 -1.79103
H 1.21720 -3.67047 -3.35856
H 2.69479 -1.81317 -2.44994
H -1.75716 4.53335 0.16287
H -2.74134 3.75232 -1.11606
H -0.97897 3.94908 -1.34574
H -2.68425 2.98044 2.06510
H -2.68944 1.18926 2.06450
H -3.76782 2.09057 0.95082
H -0.43373 3.05613 2.18779
H 0.60479 3.34011 0.76223
H 0.53066 1.71068 1.50229
H -3.22788 -2.51289 -1.88753
H -1.90527 -1.84637 -2.89438
H -3.59944 -1.42683 -3.26130
H -5.20243 -0.05985 -0.92850
H -4.29362 -0.03122 0.61464
H -4.48815 -1.56573 -0.26398
H -4.38224 0.83452 -2.81993
H -2.70007 1.17113 -3.34170
H -3.41446 2.09759 -1.99812
H 4.54846 1.91642 -2.24618
H 3.50121 0.84277 -3.24170
H 4.28477 0.20673 -1.77347
H 4.29603 2.25311 0.15587
H 3.46394 0.80043 0.79150
H 2.77161 2.40509 1.09818
H 3.18470 3.81137 -1.85770
H 1.54634 3.90275 -1.11977
H 1.73566 3.31157 -2.78902
C 0.49218 -0.26901 -5.80079
C 0.87363 1.06053 -5.69557
C -0.10503 2.05703 -5.50643
C -1.46221 1.70906 -5.54041
C -1.83702 0.37159 -5.68213
C -0.85134 -0.62293 -5.83038
S 2.32058 -2.03917 -4.92383
H 1.35884 -1.12623 -5.77970
H 1.92821 1.33552 -5.75919
H 0.19019 3.09574 -5.33911
H -2.22565 2.49189 -5.46118
H -2.89706 0.09675 -5.68416
H -1.15931 -1.66455 -5.96849
O 0.62874 -0.70659 1.02942
As 0.61101 -1.16841 2.67323
C 1.89576 0.00224 3.53510
C 3.24387 -0.38743 3.54700
C 4.21355 0.49656 4.03156
C 3.84078 1.74913 4.52784
C 2.49276 2.12283 4.54132
C 1.51570 1.24936 4.04812
C -1.22464 -1.00532 3.29700
C -1.50953 -0.37645 4.51314
C -2.83725 -0.27353 4.94413
C -3.86872 -0.83334 4.18656
C -3.57944 -1.48440 2.98308
C -2.25619 -1.57014 2.53198
C 1.09497 -3.04317 2.79953
C 2.03298 -3.60845 1.92400
C 2.36108 -4.96726 2.04565
C 1.74710 -5.75558 3.02624
C 0.82474 -5.18018 3.91033
C 0.47979 -3.82856 3.78377
H 3.52745 -1.37025 3.16859
H 5.26476 0.20364 4.00985
H 4.59933 2.43889 4.90037
H 2.19022 3.09824 4.92318
H 0.46356 1.54310 4.05686
H -0.69741 0.01567 5.12405
H -3.05804 0.24900 5.87516
H -4.90186 -0.76525 4.52993
H -4.38067 -1.93812 2.39506
H -2.02385 -2.07151 1.58769
H 2.49383 -2.99702 1.14259
H 3.10564 -5.40434 1.37435
H 1.98542 -6.81885 3.10246
H 0.36162 -5.78572 4.69101
H -0.25967 -3.38169 4.44856
*
```

Values from the calculation:
HOMO-LUMO gap (alpha / beta) ... 5.400 / 4.719 eV
HOMO level (alpha / beta) ... -15.7 / -15.7 eV



The records above give, respectively, calculated total energy values of -6037.70827, -5647.06875, -5269.50733 Eh.
The records above give, respectively, ΔE to the lowest compared entry with this formula, charge and spin values of 374.95, 0.00, 38.16 kJ/mol.